1.
This record from the Open Molecules 2025 dataset describes an isolated molecule of C7H6F6N2 at a distorted geometry. The level of theory is ωB97M-V with the def2-TZVPD basis set.

```
! wB97M-V def2-TZVPD RIJCOSX def2/J DEFGRID3
* xyz 0 1
C 2.600 -0.118 1.330
C 1.133 -0.030 1.075
C 0.505 -0.001 -0.074
C 1.084 0.152 -1.432
C -1.000 0.005 0.152
C -1.676 -1.259 -0.370
F -1.050 -2.348 -0.179
F -2.939 -1.387 0.009
F -1.778 -1.207 -1.687
C -1.822 1.181 -0.303
F -1.117 2.352 -0.199
F -2.342 1.164 -1.518
F -2.947 1.297 0.457
N -0.951 0.013 1.623
N 0.155 -0.075 2.083
H 2.842 0.858 1.986
H 3.057 -0.127 0.371
H 2.807 -1.139 1.869
H 2.011 -0.209 -1.523
H 1.068 1.195 -1.567
H 0.359 -0.318 -2.103
*
```

Computed properties:
SMILES: CC1=C(C)C(C(F)(F)F)(C(F)(F)F)N=N1
Orbital gap, Eh: 0.35429
HOMO, eV: -9.9
Lowest unoccupied orbital energy, eV: -0.24

Löwdin population analysis, charges in e, atoms 1 to 6: -0.014 -0.288 -0.161 0.023 -0.191 -0.660

2.
This record from the Open Molecules 2025 dataset describes an isolated molecule of C7H6N2O3S2 at a distorted geometry. The level of theory is ωB97M-V with the def2-TZVPD basis set.

```
! wB97M-V def2-TZVPD RIJCOSX def2/J DEFGRID3
* xyz 0 1
H 0.583 -0.756 5.118
N 1.162 -0.180 4.456
C 0.644 0.030 3.321
N 1.387 0.593 2.336
C 0.808 0.515 0.991
C 1.444 0.732 -0.209
C 0.749 0.452 -1.417
C -0.588 -0.019 -1.328
S -1.616 -0.276 -2.807
O -2.769 0.606 -2.687
O -1.908 -1.699 -2.882
O -0.605 -0.044 -3.996
C -1.204 -0.291 -0.084
C -0.469 0.025 1.112
S -0.968 -0.285 2.776
H 2.387 0.583 2.436
H 2.491 1.122 -0.410
H 1.295 0.607 -2.377
H -0.555 -0.958 -4.290
H -2.268 -0.756 -0.061
*
```

Computed properties:
SMILES: [H]/N=c1/[nH]c2ccc(S(=O)(=O)O)cc2s1
Orbital gap, Eh: 0.33034
HOMO, eV: -8.7
Lowest unoccupied orbital energy, eV: 0.30

Löwdin population analysis, charges in e, atoms 1 to 6: 0.062 0.065 -0.804 0.071 -0.243 -0.015

3.
This record from the Open Molecules 2025 dataset describes a cluster of 2 separate species, C7H6N2S in total at a distorted geometry. The level of theory is ωB97M-V with the def2-TZVPD basis set.

```
! wB97M-V def2-TZVPD RIJCOSX def2/J DEFGRID3
* xyz 0 1
C -0.344 0.385 2.232
C -0.020 -0.960 2.124
C -0.231 1.283 1.164
C 0.413 -1.540 0.928
C 0.163 0.696 -0.004
C 0.444 -0.666 -0.120
C -0.181 0.119 -2.219
N 0.567 0.954 -1.374
N 0.828 -0.541 -1.506
S -0.188 0.296 -3.958
H -0.683 0.759 3.185
H -0.095 -1.582 3.003
H -0.435 2.334 1.277
H 0.703 -2.576 0.862
H -1.804 -0.080 -1.612
H 0.864 1.120 -3.983
*
```

Computed properties:
Orbital gap, Eh: 0.34872
HOMO, eV: -9.3
Lowest unoccupied orbital energy, eV: 0.24

Löwdin population analysis, charges in e, atoms 1 to 6: -0.088 -0.088 -0.009 -0.006 -0.215 -0.213

4.
This record from the Open Molecules 2025 dataset describes an isolated molecule of C7H6N4 at a distorted geometry. The level of theory is ωB97M-V with the def2-TZVPD basis set.

```
! wB97M-V def2-TZVPD RIJCOSX def2/J DEFGRID3
* xyz 0 1
C -2.079 0.806 -0.392
C 0.774 0.336 2.416
C 0.443 0.805 -0.978
C 1.467 0.457 0.054
C -0.968 -1.305 -0.784
C -0.913 0.155 -0.711
C 0.672 -0.299 1.159
N -3.082 1.346 -0.205
N 0.848 1.077 3.302
N -0.159 -2.144 0.108
N 0.375 -1.548 1.024
H 0.200 1.917 -0.802
H 0.768 0.466 -1.983
H 2.286 -0.222 -0.288
H 1.878 1.262 0.591
H -2.060 -1.567 -0.673
H -0.451 -1.542 -1.837
*
```

Computed properties:
Orbital gap (alpha / beta), Eh: 0.25243 / 0.28567
HOMO (alpha / beta), eV: -8.7 / -9.4
Lowest unoccupied orbital energy (alpha / beta), eV: -1.85 / -1.60

Löwdin population analysis, charges in e, atoms 1 to 6: -0.216 -0.165 -0.146 -0.113 -0.177 -0.235

5.
This record from the Open Molecules 2025 dataset describes an isolated molecule of C7H6N4O at a distorted geometry. The level of theory is ωB97M-V with the def2-TZVPD basis set.

```
! wB97M-V def2-TZVPD RIJCOSX def2/J DEFGRID3
* xyz 0 1
O -2.092 1.836 0.619
C -2.214 0.681 0.262
N -3.357 0.118 -0.201
N -3.164 -1.195 -0.573
N -1.924 -1.484 -0.341
N -1.296 -0.422 0.149
C 0.129 -0.320 0.143
C 1.095 -1.335 0.510
C 2.399 -1.022 0.321
C 2.838 0.212 -0.361
C 1.892 1.190 -0.512
C 0.571 0.916 -0.216
H -4.366 0.373 0.043
H 0.794 -2.156 1.140
H 2.984 -1.807 0.731
H 3.783 0.500 -0.733
H 2.081 2.146 -0.957
H -0.156 1.768 -0.025
*
```

Computed properties:
SMILES: O=c1[nH]nnn1-c1ccccc1
Orbital gap, Eh: 0.35283
HOMO, eV: -9.0
Lowest unoccupied orbital energy, eV: 0.64

Löwdin population analysis, charges in e, atoms 1 to 6: 0.053 -0.476 0.078 0.015 0.050 0.000

6.
This record from the Open Molecules 2025 dataset describes the ion C7H6NO4 with charge -1 at a distorted geometry. The level of theory is ωB97M-V with the def2-TZVPD basis set.

```
! wB97M-V def2-TZVPD RIJCOSX def2/J DEFGRID3
* xyz -1 1
C 2.605 -0.226 -0.452
C 0.710 1.139 0.038
C 0.549 -1.401 0.090
C 3.921 0.022 0.018
C -1.385 0.230 -0.671
C -1.441 0.162 0.788
C -0.127 0.031 0.167
N 1.812 -1.388 -0.286
O 4.057 1.434 0.218
O -0.143 -2.416 0.132
O 4.870 -0.741 0.143
O 0.608 2.315 -0.102
H -1.831 -0.415 -1.412
H -1.416 1.212 -0.921
H -1.603 1.222 1.258
H -1.767 -0.679 1.338
H 2.183 -2.328 -0.531
H 3.140 1.771 0.087
*
```

Computed properties:
Orbital gap, Eh: 0.22411
HOMO, eV: -2.7
Lowest unoccupied orbital energy, eV: 3.41

Löwdin population analysis, charges in e, atoms 1 to 6: -0.024 -0.172 -0.454 -0.618 -0.043 -0.082

Looking at ΔE to the lowest compared entry with this formula, charge and spin for the records above, in order, we have 0.0, 0.0, 465.3, 484.9, 242.4, 418.0 kJ/mol.